Computed, not measured: C24H18MoN7O4S as an isolated structure, with the ωB97M-V functional and the def2-TZVPD basis.

```
55
Properties=species:S:1:pos:R:3
Mo 0.42 -0.13 0.42
N 4.92 0.28 -0.27
C 3.67 0.24 0.22
S 2.59 -0.98 -0.37
N 3.31 1.11 1.12
N 2.02 0.87 1.56
C 1.80 1.26 2.76
C 0.49 1.04 3.30
C 0.16 1.43 4.59
C -1.12 1.21 5.04
C -2.03 0.64 4.17
C -1.63 0.29 2.90
N -0.38 0.46 2.45
H 5.24 -0.46 -0.86
H 5.60 0.83 0.23
H 2.60 1.71 3.34
H 0.92 1.88 5.22
H -1.41 1.50 6.05
H -3.06 0.46 4.46
H -2.35 -0.13 2.22
O -2.98 1.64 -1.17
C -2.22 0.95 -0.53
O -1.11 1.31 0.04
C -2.53 -0.51 -0.23
C -3.73 -1.16 -0.43
C -3.86 -2.46 0.04
C -2.80 -3.08 0.70
C -1.62 -2.36 0.84
N -1.52 -1.13 0.37
C -0.34 -2.84 1.50
O -0.25 -3.96 1.93
O 0.57 -1.92 1.50
H -4.54 -0.64 -0.93
H -4.79 -3.00 -0.08
H -2.85 -4.08 1.11
C -0.19 -2.86 -3.11
C -0.10 -2.01 -4.20
C 0.20 -0.68 -3.99
C 0.37 -0.21 -2.70
N 0.22 -1.03 -1.64
C -0.02 -2.33 -1.85
C 0.80 1.17 -2.39
C 0.93 2.14 -3.37
C 1.33 3.42 -3.00
C 1.58 3.68 -1.67
C 1.42 2.66 -0.75
N 1.07 1.42 -1.10
H -0.38 -3.92 -3.21
H -0.24 -2.39 -5.20
H 0.30 -0.02 -4.84
H -0.05 -2.96 -0.97
H 0.70 1.93 -4.40
H 1.43 4.19 -3.75
H 1.88 4.66 -1.33
H 1.58 2.84 0.30
```

For the LUMO energy, the calculation gives -3.8 eV. The total energy is -56490.082 eV. The total charge is +1. Its HOMO energy is -10.78 eV. The calculation puts the HOMO-LUMO gap at 7.00 eV.